Below is a cluster of 7 separate species, C40H42F7N3O19 in total, with properties calculated with the ωB97M-V functional and the def2-TZVPD basis.

- HOMO energy (eV) = -8.9
- molar mass (Da) = 1001.76
- max |F| (eV Å⁻¹) = 0.903
- lowest unoccupied orbital energy (Ha) = -0.01352

Last column: Löwdin charge in e.
Positions of all 111 atoms, in Å:
H1 0.566 6.556 0.809  0.04
N1 0.061 6.608 -0.076  0.09
C1 -0.429 5.484 -0.373  -0.26
C2 -0.321 4.231 0.432  -0.13
C3 0.430 3.147 -0.289  -0.16
C4 1.729 3.348 -0.660  -0.01
C5 2.467 2.345 -1.286  0.00
C6 1.916 1.125 -1.568  -0.13
C7 2.738 0.035 -2.170  -0.16
O1 3.347 -0.714 -1.134  -0.12
C8 4.735 -0.503 -0.949  -0.23
C9 5.079 -0.889 0.454  -0.22
C10 4.868 -2.385 0.644  -0.08
C11 0.580 0.898 -1.207  -0.13
N2 0.021 -0.333 -1.428  0.25
C12 -1.162 -0.486 -0.992  -0.30
F1 -1.710 -1.705 -1.151  0.08
C13 -1.958 0.488 -0.336  -0.19
C14 -3.332 0.199 0.170  -0.10
C15 -4.284 -0.404 -0.861  -0.14
C16 -5.714 -0.361 -0.404  -0.23
C17 -6.694 0.204 -1.208  -0.03
C18 -8.015 0.213 -0.797  -0.08
C19 -8.379 -0.338 0.415  -0.09
C20 -7.410 -0.912 1.221  -0.08
C21 -6.087 -0.915 0.814  -0.05
N3 -1.446 1.662 -0.144  0.21
C22 -0.163 1.903 -0.559  -0.13
H2 -1.001 5.420 -1.291  0.11
H3 0.181 4.456 1.367  0.12
H4 -1.318 3.889 0.680  0.10
H5 2.206 4.285 -0.438  0.12
H6 3.496 2.523 -1.543  0.11
H7 3.485 0.473 -2.825  0.13
H8 2.134 -0.637 -2.768  0.12
H9 5.305 -1.139 -1.626  0.13
H10 5.011 0.532 -1.114  0.10
H11 4.483 -0.338 1.175  0.11
H12 6.101 -0.641 0.660  0.08
H13 3.819 -2.630 0.554  0.05
H14 5.207 -2.712 1.620  0.05
H15 5.434 -2.932 -0.101  0.08
H16 -3.267 -0.402 1.071  0.12
H17 -3.733 1.158 0.474  0.13
H18 -4.191 0.124 -1.801  0.10
H19 -4.047 -1.451 -1.003  0.11
H20 -6.431 0.626 -2.164  0.10
H21 -8.786 0.652 -1.406  0.10
H22 -9.402 -0.326 0.744  0.10
H23 -7.680 -1.356 2.161  0.10
H24 -5.344 -1.375 1.445  0.11
O2 7.510 0.563 -0.526  0.17
C23 7.393 1.704 -0.235  -0.55
O3 6.254 2.260 0.232  0.05
C24 6.538 3.598 0.647  -0.05
C25 7.773 3.916 -0.171  -0.31
F2 8.625 4.749 0.473  0.08
O4 8.376 2.643 -0.316  0.14
H25 6.758 3.609 1.715  0.14
H26 5.695 4.250 0.439  0.14
H27 7.567 4.328 -1.161  0.17
O5 -0.630 -1.708 4.629  0.18
C26 -0.320 -2.193 3.593  -0.57
O6 -0.970 -2.003 2.416  0.06
C27 -0.213 -2.630 1.368  -0.05
C28 0.589 -3.653 2.147  -0.30
F3 1.810 -3.874 1.615  0.08
O7 0.735 -3.032 3.417  0.13
H28 0.437 -1.892 0.895  0.14
H29 -0.867 -3.069 0.624  0.13
H30 0.087 -4.611 2.285  0.17
O8 -6.534 0.272 -4.886  0.18
C29 -5.458 -0.159 -5.121  -0.55
O9 -5.114 -0.832 -6.243  0.07
C30 -3.702 -1.073 -6.216  -0.04
C31 -3.403 -0.987 -4.733  -0.31
F4 -2.172 -0.485 -4.480  0.08
O10 -4.383 -0.067 -4.286  0.11
H31 -3.184 -0.287 -6.765  0.15
H32 -3.470 -2.040 -6.652  0.14
H33 -3.518 -1.926 -4.190  0.18
O11 7.766 0.848 3.146  0.19
C32 7.631 -0.194 3.691  -0.54
O12 7.391 -1.371 3.071  0.06
C33 7.428 -2.418 4.043  -0.05
C34 7.146 -1.660 5.324  -0.31
F5 7.786 -2.193 6.393  0.08
O13 7.683 -0.381 5.041  0.13
H34 8.422 -2.868 4.059  0.14
H35 6.687 -3.179 3.816  0.14
H36 6.087 -1.557 5.564  0.17
O14 4.021 2.560 2.395  0.18
C35 3.404 1.838 3.100  -0.54
O15 2.051 1.787 3.183  0.07
C36 1.689 0.712 4.064  -0.03
C37 2.955 0.555 4.882  -0.31
F6 3.177 -0.726 5.258  0.08
O16 3.962 0.959 3.977  0.13
H37 1.485 -0.188 3.487  0.13
H38 0.817 0.971 4.656  0.14
H39 3.004 1.193 5.766  0.17
O17 -10.816 -1.264 -1.734  0.18
C38 -10.269 -1.873 -2.585  -0.55
O18 -9.989 -1.394 -3.819  0.07
C39 -9.170 -2.345 -4.502  -0.05
C40 -9.502 -3.626 -3.764  -0.31
F7 -8.445 -4.473 -3.695  0.07
O19 -9.814 -3.155 -2.468  0.13
H40 -8.119 -2.080 -4.375  0.13
H41 -9.415 -2.374 -5.560  0.14
H42 -10.360 -4.170 -4.162  0.17